The following is a quantum chemistry calculation of a 6-piece molecular cluster, C38H83N5O5 overall, from the Open Molecules 2025 dataset.

Computed properties:
Multiplicity: 1
LUMO, hartree: -0.1317
Charge: +2
Total energy, hartree: -2146.7469
Gap between HOMO and LUMO, eV: 4.024
HOMO level, eV: -7.608

Last column: Mulliken charge in e.
Positions of all 131 atoms, in Å:
1 N 1.2893 0.8154 -0.1192  1.037
2 O 1.7187 -0.3273 -0.4417  -0.680
3 O 1.4149 1.2361 0.9668  -0.685
4 O 0.7790 1.5037 -0.9387  -0.670
5 C 5.5470 -4.0114 4.7378  -1.472
6 C 5.1898 -2.5723 4.3112  -0.114
7 C 6.2652 -1.5988 4.7590  -0.645
8 N 5.8885 -0.0922 4.5658  -0.170
9 C 4.4740 0.2215 5.2087  -0.824
10 C 4.5164 -0.0872 6.7486  -0.429
11 C 5.5679 0.7943 7.4557  -0.649
12 C 6.9501 0.7442 6.7144  -0.776
13 C 6.9224 0.8529 5.1496  -0.553
14 C 5.7735 0.2203 3.0368  -0.993
15 H 6.5900 -4.3246 4.6913  0.344
16 H 5.0595 -4.7881 4.1487  0.402
17 H 5.2121 -4.1589 5.7645  0.362
18 H 4.2139 -2.3173 4.7242  0.156
19 H 5.0048 -2.5967 3.2373  0.373
20 H 7.1767 -1.8204 4.2040  0.481
21 H 6.5134 -1.7428 5.8105  0.251
22 H 3.6804 -0.3228 4.6968  0.497
23 H 4.3117 1.2756 4.9835  0.577
24 H 4.8938 -1.0762 7.0084  0.182
25 H 3.5141 -0.0836 7.1770  0.430
26 H 5.5609 0.3321 8.4428  0.367
27 H 5.3968 1.8706 7.4774  0.308
28 H 7.4129 -0.2079 6.9739  0.331
29 H 7.6693 1.3783 7.2328  0.487
30 H 7.8642 0.5868 4.6696  0.398
31 H 6.5219 1.8086 4.8114  0.417
32 H 6.6340 -0.2112 2.5255  0.340
33 H 5.6011 1.2840 2.8728  0.413
34 H 4.9371 -0.3796 2.6783  0.505
35 C -1.3070 -5.5791 -3.0680  -1.353
36 C -2.2618 -5.8306 -4.2401  -0.267
37 C -1.5472 -5.9659 -5.5916  -0.764
38 N -2.5322 -6.3509 -6.7810  -0.009
39 C -1.5708 -6.3561 -8.0664  -0.568
40 C -2.3225 -7.0469 -9.2430  -0.600
41 C -2.9066 -8.3778 -8.8263  -0.766
42 C -4.0092 -8.2526 -7.7080  -0.704
43 C -3.3377 -7.7057 -6.4440  -0.733
44 C -3.6533 -5.1940 -6.9826  -1.021
45 H -0.6787 -6.4670 -2.9968  0.345
46 H -1.9334 -5.4724 -2.1824  0.368
47 H -0.6713 -4.7165 -3.2675  0.391
48 H -3.0152 -5.0456 -4.3058  0.311
49 H -2.8293 -6.7496 -4.0938  0.271
50 H -0.7733 -6.7319 -5.5425  0.396
51 H -1.1566 -4.9784 -5.8374  0.577
52 H -0.6620 -6.8998 -7.8086  0.392
53 H -1.3823 -5.3195 -8.3457  0.416
54 H -1.6667 -7.1370 -10.1090  0.417
55 H -3.0355 -6.3822 -9.7308  0.341
56 H -2.1576 -9.1629 -8.7225  0.306
57 H -3.4921 -8.8338 -9.6247  0.407
58 H -4.4448 -9.2256 -7.4806  0.418
59 H -4.8693 -7.7262 -8.1217  0.318
60 H -2.6648 -8.4435 -6.0071  0.409
61 H -4.0748 -7.3761 -5.7118  0.515
62 H -4.2990 -5.2654 -6.1073  0.409
63 H -4.3084 -5.4162 -7.8250  0.421
64 H -3.1565 -4.2347 -7.1274  0.349
65 C 4.9541 6.8570 2.9820  -1.359
66 C 3.5510 7.4400 2.6094  -0.400
67 C 2.4145 6.4445 2.6313  -0.437
68 N 1.0808 6.9429 1.9120  -0.084
69 C -0.2389 6.0937 2.0405  -0.820
70 C -0.7008 6.1061 3.4822  -0.526
71 C -1.0129 7.6087 3.7775  -0.801
72 C 0.1408 8.6744 3.4237  -0.613
73 C 0.7090 8.4540 2.0610  -0.617
74 C 1.3534 6.8869 0.3630  -1.061
75 H 5.1843 6.1545 2.1810  0.376
76 H 4.9514 6.3603 3.9522  0.339
77 H 5.6286 7.7117 3.0335  0.372
78 H 3.6746 7.8889 1.6238  0.295
79 H 3.3079 8.2218 3.3289  0.291
80 H 2.1639 6.3276 3.6857  0.288
81 H 2.7350 5.5008 2.1899  0.465
82 H -0.1569 5.0887 1.6264  0.608
83 H -0.9109 6.6588 1.3945  0.387
84 H 0.1292 5.7670 4.1021  0.244
85 H -1.5473 5.4980 3.8016  0.399
86 H -1.3047 7.6247 4.8276  0.412
87 H -1.9712 7.8644 3.3255  0.331
88 H 0.9607 8.5454 4.1302  0.231
89 H -0.1780 9.7088 3.5518  0.468
90 H 1.5325 9.1120 1.7834  0.457
91 H -0.0791 8.7469 1.3674  0.426
92 H 1.7194 5.9126 0.0394  0.412
93 H 2.1308 7.6203 0.1487  0.471
94 H 0.4328 7.0688 -0.1916  0.440
95 C -3.3877 -0.3753 3.4432  -1.383
96 C -4.4128 0.1719 2.4334  -0.373
97 C -4.3939 -0.3221 0.9879  -0.598
98 N -5.7328 -0.0751 0.2209  -0.123
99 C -6.1016 1.4332 0.2879  -0.637
100 C -4.9478 2.2378 -0.3387  -0.623
101 C -4.5404 1.8238 -1.8119  -0.816
102 C -4.4052 0.2811 -1.9862  -0.599
103 C -5.5339 -0.5385 -1.3160  -0.670
104 C -6.9390 -1.0156 0.6448  -0.870
105 H -3.4129 0.2344 4.3464  0.352
106 H -2.3968 -0.3675 2.9892  0.385
107 H -3.5386 -1.4364 3.6415  0.359
108 H -4.3967 1.2612 2.3974  0.246
109 H -5.3887 -0.1516 2.7954  0.211
110 H -4.2942 -1.4016 0.8750  0.414
111 H -3.5254 0.0973 0.4800  0.498
112 H -6.1825 1.5995 1.3621  0.453
113 H -7.0555 1.6943 -0.1704  0.436
114 H -4.0743 2.2841 0.3115  0.278
115 H -5.2512 3.2848 -0.3373  0.500
116 H -3.6758 2.3613 -2.2014  0.411
117 H -5.3200 2.2599 -2.4364  0.363
118 H -3.4341 -0.0893 -1.6577  0.362
119 H -4.6122 0.0645 -3.0342  0.403
120 H -5.2822 -1.5987 -1.3433  0.443
121 H -6.4699 -0.3191 -1.8297  0.439
122 H -7.8374 -0.9010 0.0383  0.338
123 H -7.0820 -0.7415 1.6901  0.425
124 H -6.5085 -2.0091 0.5197  0.376
125 C 1.1927 -0.9297 -5.8028  -0.727
126 C 1.7739 -1.6467 -7.0678  0.565
127 O 1.5387 -1.0087 -8.1483  -0.734
128 O 2.2794 -2.8034 -6.9397  -0.744
129 H 1.2975 -1.5852 -4.9382  0.206
130 H 0.1831 -0.5461 -5.9499  0.221
131 H 1.8689 -0.0782 -5.7255  0.227